Density functional theory data (ωB97M-V/def2-TZVPD) for a 2-piece molecular cluster, C33H27N2O4 overall at a distorted geometry.

**LUMO**: 1.01 eV
**HOMO energy**: -3.776 eV
**Charge**: -1

Each line ends with the natural charge from an NBO analysis.
Element x y z (Å)
C 0.6320 2.3226 -5.8686  -0.393
N 1.5324 1.6841 -4.9366  -0.505
C 2.6852 1.0746 -5.5586  -0.391
C 1.1673 1.4274 -3.6139  0.165
C 0.3740 0.3023 -3.2915  -0.178
C 0.0573 0.0430 -1.9731  -0.204
C 0.4734 0.9190 -0.9298  -0.099
C 0.1646 0.6167 0.4281  -0.009
C 0.3534 -0.6447 1.0249  -0.140
C -0.0130 -0.8560 2.3982  -0.110
C 0.3319 -1.9873 3.0905  -0.153
C -0.0132 -2.1750 4.5139  -0.065
C -1.2713 -1.7436 4.9886  -0.139
C -1.6364 -1.9273 6.3231  -0.239
C -0.7318 -2.4854 7.2306  -0.221
C 0.5303 -2.8922 6.7845  -0.223
C 0.8724 -2.7734 5.4355  -0.171
C 1.0224 -3.1027 2.3781  0.563
O 1.3018 -4.1636 2.9584  -0.606
C 1.2921 -2.9241 0.9278  -0.175
C 1.8826 -4.0316 0.1508  0.046
C 1.3840 -4.3219 -1.1404  -0.226
C 1.9307 -5.3547 -1.9032  -0.220
C 3.0274 -6.0780 -1.4237  -0.222
C 3.5494 -5.7852 -0.1583  -0.217
C 2.9583 -4.8010 0.6371  -0.204
C 0.9656 -1.7380 0.3246  -0.134
C 1.1911 2.0993 -1.2836  -0.166
C 1.5791 2.3164 -2.5878  -0.212
H -0.2554 2.7030 -5.3535  0.219
H 1.1514 3.1581 -6.3550  0.180
H 0.3173 1.6146 -6.6480  0.167
H 3.2882 0.5368 -4.8205  0.210
H 2.3715 0.3729 -6.3447  0.168
H 3.2981 1.8574 -6.0238  0.179
H 0.0335 -0.3545 -4.0978  0.209
H -0.5446 -0.8344 -1.7242  0.220
H -0.2138 1.4189 1.0582  0.262
H -0.5510 -0.0510 2.9077  0.230
H -1.9751 -1.2959 4.2812  0.210
H -2.6298 -1.6249 6.6531  0.211
H -1.0063 -2.5967 8.2786  0.206
H 1.2489 -3.3135 7.4881  0.207
H 1.8356 -3.1496 5.0900  0.227
H 0.5355 -3.7461 -1.5223  0.213
H 1.5030 -5.5861 -2.8791  0.209
H 3.4760 -6.8592 -2.0376  0.207
H 4.4165 -6.3319 0.2138  0.209
H 3.3357 -4.6174 1.6434  0.230
H 1.2293 -1.6088 -0.7261  0.224
H 1.4875 2.7956 -0.4963  0.222
H 2.2187 3.1586 -2.8687  0.219
O -5.6640 4.3258 -2.3814  -0.409
N -5.2078 5.3398 -1.8134  0.502
O -5.4911 6.5077 -2.1616  -0.420
C -4.3042 5.1755 -0.7030  0.088
C -3.8025 6.3374 -0.0830  -0.339
C -2.9218 6.2045 1.0032  -0.217
C -2.5352 4.9518 1.4454  -0.324
C -2.9470 3.7074 0.7612  0.403
O -2.4654 2.5867 1.0452  -0.770
C -3.9381 3.9056 -0.2885  -0.347
H -4.1174 7.3068 -0.4619  0.224
H -2.5457 7.1098 1.4908  0.196
H -1.8669 4.8356 2.2975  0.195
H -4.3566 3.0402 -0.7925  0.226